1.
{
  "formula": "C2H2O3S",
  "method": "ωB97M-V with the def2-TZVPD basis set",
  "relative_energy_kcal_mol": 67.1,
  "gap_ev": 7.394,
  "species": ["C", "C", "O", "O", "O", "S", "H", "H"],
  "coordinates": [[-0.775, 0.094, 0.064], [-1.089, -0.925, 0.819], [2.134, 1.030, -2.009], [1.310, 0.381, 0.127], [-1.009, 1.081, -0.502], [2.040, 1.324, -0.641], [-2.180, -1.202, 0.826], [-0.430, -1.784, 1.315]],
  "mulliken_charge": [0.90, -0.91, -0.33, -0.38, -0.43, 0.68, 0.25, 0.22]
}



2.
{
  "formula": "C2H2O3S",
  "method": "ωB97M-V with the def2-TZVPD basis set",
  "relative_energy_kcal_mol": 134.6,
  "gap_ev": [5.234, 2.943],
  "species": ["C", "C", "O", "O", "O", "S", "H", "H"],
  "coordinates": [[0.582, -0.739, 2.205], [-0.590, 0.396, -0.819], [-0.110, 0.407, -3.340], [-0.375, 0.242, 0.403], [1.713, -0.928, 2.092], [0.565, 0.112, -2.059], [-0.209, -0.208, 2.693], [-1.576, 0.718, -1.175]],
  "mulliken_charge": [0.43, -0.03, -0.55, -0.58, -0.14, 0.20, 0.34, 0.31]
}



3.
{
  "formula": "C2H2O3S",
  "method": "ωB97M-V with the def2-TZVPD basis set",
  "smiles": "O=C(O)C(O)=S",
  "relative_energy_kcal_mol": 26.7,
  "gap_ev": 9.172,
  "species": ["O", "C", "O", "C", "O", "S", "H", "H"],
  "coordinates": [[-0.147, 1.846, 0.022], [0.358, 0.837, 0.349], [1.478, 0.740, 1.153], [-0.187, -0.511, 0.085], [-0.769, -1.237, 1.110], [-0.368, -0.779, -1.446], [1.787, 1.620, 1.369], [-1.423, -1.907, 0.882]],
  "mulliken_charge": [-0.43, 0.56, -0.46, 0.35, -0.45, -0.28, 0.34, 0.36]
}



4.
{
  "formula": "C2H2O3S2",
  "method": "ωB97M-V with the def2-TZVPD basis set",
  "relative_energy_kcal_mol": 86.1,
  "gap_ev": [8.025, 7.258],
  "species": ["C", "C", "O", "O", "O", "S", "S", "H", "H"],
  "coordinates": [[0.584, -2.014, -0.080], [0.645, 1.015, -0.126], [-2.019, -1.776, 0.054], [-1.210, 2.281, 0.742], [1.378, 0.407, -0.879], [-0.776, -1.137, -0.124], [-1.013, 1.371, -0.448], [1.561, -1.453, -0.056], [0.850, 1.304, 0.918]],
  "mulliken_charge": [-0.28, 0.18, -0.52, -0.45, -0.48, 0.53, 0.33, 0.33, 0.36]
}